DFT (ωB97M-V/def2-TZVPD) results for a structure of composition C2H15FeO12P at a distorted geometry.

Last column: natural (NBO) charge in e.
Positions of all 31 atoms, in Å:
Fe (2.376, -1.076, -0.027)  1.429
P (2.951, -2.068, 2.321)  2.465
O (3.491, -0.745, 1.583)  -1.282
O (2.219, -1.783, 3.601)  -1.214
O (3.867, -3.264, 2.368)  -1.238
O (1.769, -2.391, 1.258)  -1.235
C (-1.161, 0.745, -0.895)  -0.722
C (0.091, 0.030, -0.526)  0.767
O (0.611, -0.814, -1.321)  -0.824
O (0.657, 0.256, 0.560)  -0.740
H (-1.831, 0.248, -1.588)  0.218
H (-0.950, 1.792, -1.128)  0.223
H (-1.704, 0.917, 0.046)  0.210
O (-0.391, -2.448, -3.326)  -0.983
H (0.299, -2.171, -3.933)  0.449
H (-0.223, -1.898, -2.533)  0.511
O (-3.412, 3.002, -3.099)  -0.944
H (-3.046, 2.111, -3.084)  0.478
H (-2.882, 3.466, -3.753)  0.465
O (2.279, 0.982, 3.353)  -0.974
H (1.613, 1.506, 2.901)  0.432
H (2.768, 0.514, 2.627)  0.514
O (1.459, 3.070, -1.931)  -0.944
H (2.283, 3.552, -1.815)  0.465
H (1.091, 3.007, -1.044)  0.480
O (-3.490, -1.073, 1.055)  -0.928
H (-3.308, -0.130, 0.993)  0.473
H (-4.267, -1.138, 1.617)  0.466
O (-0.943, -1.655, 2.177)  -0.952
H (-1.833, -1.535, 1.826)  0.446
H (-0.383, -1.011, 1.716)  0.489

The frontier orbital gap (spin up / spin down) is 3.8 / 3.7 eV. As for the total charge: -2. Its expectation value of S² is 6.019. As for the spin multiplicity: 5. Its LUMO energy (spin up / spin down) is 4.007 / 4.002 eV.